7 unconnected molecules or ions with the total composition C41H34N2O26 in a non-equilibrium geometry. Source: OMol25; level of theory: the ωB97M-V functional and the def2-TZVPD basis.

Geometry as XYZ:
```
103
C41H34N2O26 | OMol25 | the ωB97M-V functional and the def2-TZVPD basis
H -2.687 1.616 0.926
N -3.452 1.219 1.492
C -3.323 -0.084 1.611
C -2.012 -0.723 0.896
C -4.315 -1.024 2.425
C -5.714 -1.317 1.706
N -5.613 -1.611 0.248
O -6.721 -0.290 2.011
C -6.678 0.760 1.052
O -6.398 1.915 1.424
H -2.211 -1.760 0.463
H -1.199 -0.743 1.715
H -1.605 -0.028 0.073
H -4.563 -0.478 3.409
H -3.796 -2.013 2.646
H -6.131 -2.275 2.199
H -6.343 -2.328 0.068
H -4.717 -2.080 0.062
H -6.951 0.601 -0.038
O -6.613 5.105 -1.220
C -5.532 5.438 -0.766
C -4.792 4.610 0.192
C -3.617 5.020 0.677
O -2.918 4.263 1.564
C -3.020 6.323 0.270
O -1.953 6.673 0.748
C -3.748 7.140 -0.706
C -4.921 6.729 -1.194
O -5.607 7.473 -2.101
H -5.238 3.666 0.481
H -2.110 4.774 1.763
H -3.295 8.075 -1.006
H -6.418 6.963 -2.294
O 0.463 10.731 4.819
C 0.916 10.013 3.945
C 2.356 9.784 3.782
C 2.813 9.003 2.801
O 4.145 8.779 2.639
C 1.886 8.342 1.839
O 2.342 7.650 0.944
C 0.446 8.551 2.016
C -0.011 9.329 2.999
O -1.345 9.532 3.178
H 3.017 10.272 4.486
H 4.215 8.187 1.865
H -0.216 8.051 1.321
H -1.415 10.129 3.948
O 0.847 -1.186 2.608
C 1.357 -2.026 3.331
C 0.573 -3.065 4.002
C 1.166 -3.956 4.797
O 0.450 -4.928 5.424
C 2.637 -3.928 5.035
O 3.141 -4.747 5.783
C 3.425 -2.903 4.345
C 2.832 -2.014 3.546
O 3.549 -1.058 2.896
H -0.494 -3.073 3.823
H 1.103 -5.440 5.939
H 4.494 -2.904 4.512
H 2.893 -0.543 2.388
O 0.279 1.852 -0.957
C 0.809 1.359 -1.938
C 1.587 0.119 -1.869
C 2.166 -0.383 -2.962
O 2.888 -1.537 -2.908
C 2.046 0.298 -4.287
O 2.601 -0.174 -5.263
C 1.247 1.526 -4.358
C 0.666 2.023 -3.264
O -0.079 3.159 -3.315
H 1.667 -0.362 -0.903
H 3.205 -1.693 -3.821
H 1.153 2.000 -5.326
H -0.386 3.310 -2.400
O 1.713 -5.144 2.309
C 1.420 -5.959 1.449
C 0.365 -5.712 0.462
C 0.061 -6.635 -0.453
O -0.912 -6.421 -1.377
C 0.775 -7.943 -0.503
O 0.458 -8.769 -1.341
C 1.846 -8.181 0.469
C 2.152 -7.256 1.382
O 3.145 -7.460 2.289
H -0.147 -4.760 0.511
H -0.939 -7.233 -1.918
H 2.368 -9.126 0.411
H 3.169 -6.650 2.835
O 5.945 -7.240 -6.450
C 5.242 -6.275 -6.210
C 5.748 -4.900 -6.260
C 4.948 -3.870 -5.973
O 5.402 -2.588 -6.018
C 3.522 -4.078 -5.590
O 2.827 -3.114 -5.317
C 3.009 -5.450 -5.564
C 3.808 -6.479 -5.854
O 3.347 -7.757 -5.836
H 6.785 -4.763 -6.536
H 4.638 -2.031 -5.771
H 1.968 -5.584 -5.302
H 4.113 -8.313 -6.078
```

The net charge is 0. Its SMILES is [H]/N=C(\C)C[C@H](N)OC=O.O=C1C=C(O)C(=O)C=C1O.O=C1C=C(O)C(=O)C=C1O.O=C1C=C(O)C(=O)C=C1O.O=C1C=C(O)C(=O)C=C1O.O=C1C=C(O)C(=O)C=C1O.O=C1C=C(O)C(=O)C=C1O. For the HOMO-LUMO gap, the calculation gives 7.397 eV. The LUMO energy comes out at -0.07354 Eh. The electronic energy comes out at -99278.0562 eV.